Computed, not measured: a structure of composition C22H24Br2N5O2SYb in a non-equilibrium geometry, with ωB97M-V/def2-TZVPD.

Computed properties:
Net charge: +2
Maximum force: 3.74 eV/Å
LUMO level (spin up / spin down): -6.32 / -6.69 eV
Frontier orbital gap (spin up / spin down): 6.0 / 5.6 eV
2S+1: 2
ΔE to the lowest compared entry with this formula, charge and spin: 0.0 kJ/mol

Each line ends with the natural charge from an NBO analysis.
Atoms and positions in Å:
Yb (-0.42341, 1.00885, -0.36997)  2.045
Br (-2.03232, 2.71205, -2.17790)  0.083
C (-2.75332, 3.73099, -0.51874)  -0.457
Br (-1.70841, 4.28623, 1.05580)  0.130
H (-3.60368, 3.10079, -0.25777)  0.251
H (-3.08692, 4.68622, -0.93085)  0.249
O (-2.07995, 1.05543, 1.14401)  -0.879
C (-2.63815, 0.33260, 2.04211)  0.425
C (-3.79105, 0.80769, 2.69964)  -0.290
C (-4.27974, 0.08039, 3.74548)  -0.136
C (-3.69243, -1.14989, 4.11782)  -0.269
C (-2.68341, -1.75103, 3.44017)  -0.100
C (-2.12285, -1.02924, 2.36561)  -0.255
C (-1.33780, -1.71062, 1.35703)  0.423
N (-0.70428, -1.19931, 0.23560)  -0.684
C (-0.33936, -2.20965, -0.52433)  -0.086
C (-0.58387, -3.41307, 0.11394)  -0.076
N (-1.16931, -3.07845, 1.31076)  -0.495
H (-4.14204, 1.77598, 2.30736)  0.220
H (-5.09858, 0.47052, 4.34192)  0.234
H (-4.15123, -1.60323, 4.95115)  0.228
H (-2.26201, -2.74894, 3.67491)  0.196
H (0.10493, -2.09318, -1.49854)  0.214
H (-0.50250, -4.40075, -0.32795)  0.251
H (-1.47389, -3.71500, 2.06237)  0.448
C (2.38095, -0.28542, 4.93990)  -0.620
C (2.68766, -0.39935, 3.44105)  -0.461
C (2.31479, 0.82143, 2.68532)  0.098
N (1.77271, 0.71042, 1.49934)  -0.291
N (1.27781, 1.90776, 0.95812)  -0.557
C (1.69123, 2.97613, 1.65315)  0.305
N (1.70253, 4.21964, 1.11322)  -0.775
S (2.50283, 2.48397, 3.16335)  0.444
H (2.75021, -1.17130, 5.47375)  0.246
H (1.25870, -0.18942, 5.13923)  0.224
H (2.88187, 0.55445, 5.46271)  0.221
H (2.10327, -1.20686, 3.00233)  0.248
H (3.76952, -0.61198, 3.26973)  0.251
H (0.97365, 4.45588, 0.43294)  0.418
H (2.06226, 5.04466, 1.59895)  0.434
C (2.92691, 0.33986, -2.67127)  -0.727
C (1.51054, 0.21962, -3.10281)  0.680
O (0.61721, 0.70327, -2.32156)  -0.781
C (1.18558, -0.54467, -4.28694)  -0.239
C (-0.14118, -0.96944, -4.60359)  -0.123
C (-0.39610, -1.70071, -5.73894)  -0.216
C (0.61679, -1.97980, -6.66909)  -0.106
C (1.93186, -1.63972, -6.35467)  -0.217
C (2.20821, -0.90741, -5.18748)  -0.104
H (2.98527, 0.82879, -1.73685)  0.242
H (3.53682, 0.84082, -3.46507)  0.275
H (3.40426, -0.68399, -2.59789)  0.275
H (-0.91451, -0.62574, -3.94710)  0.216
H (-1.43639, -2.03877, -5.92915)  0.244
H (0.34806, -2.50186, -7.59067)  0.248
H (2.75373, -1.96897, -7.00078)  0.249
H (3.28857, -0.62669, -4.98886)  0.231